DFT (ωB97M-V/def2-TZVPD) results for 5 unconnected molecules or ions with the total composition C19H35BrN7O6 in a non-equilibrium geometry.

Summary:
Total charge: -1
E_HOMO (Eh): -0.1629
LUMO level (eV): 1.731

Bonds (Å) are listed after each position.
Cartesian coordinates (Å):
1 N 3.387 -3.002 -0.232  C2 1.447, H14 1.009, H15 1.010
2 C 2.043 -3.158 -0.745  N1 1.447, C3 1.566, N6 1.489, H16 1.096
3 C 1.891 -4.572 -1.402  C2 1.566, O4 1.253, O5 1.247
4 O 1.735 -5.561 -0.648  C3 1.253
5 O 1.909 -4.598 -2.648  C3 1.247
6 N 0.968 -2.952 0.265  C2 1.489, Br7 1.898, C8 1.446
7 Br 1.157 -1.295 1.170  N6 1.898
8 C -0.276 -2.933 -0.470  N6 1.446, C9 1.366, N13 1.324
9 C -1.072 -4.039 -0.373  C8 1.366, C10 1.366, H17 1.084
10 C -2.251 -4.174 -1.050  C9 1.366, C11 1.382, H18 1.080
11 C -2.595 -3.107 -1.857  C10 1.382, C12 1.373, H19 1.080
12 C -1.745 -2.030 -1.889  C11 1.373, N13 1.321, H20 1.100
13 N -0.602 -1.903 -1.237  C8 1.324, C12 1.321
14 H 3.666 -2.040 -0.358  N1 1.009
15 H 3.469 -3.297 0.730  N1 1.010
16 H 1.904 -2.420 -1.544  C2 1.096
17 H -0.736 -4.845 0.268  C9 1.084
18 H -2.854 -5.068 -0.986  C10 1.080
19 H -3.499 -3.120 -2.449  C11 1.080
20 H -2.031 -1.192 -2.542  C12 1.100
21 C -1.363 1.717 -2.794  O22 1.217, N23 1.342, H26 1.105
22 O -1.409 0.522 -3.020  C21 1.217
23 N -0.368 2.319 -2.126  C21 1.342, C24 1.451, C25 1.457
24 C -0.355 3.746 -1.860  N23 1.451, H27 1.093, H28 1.086, H29 1.088
25 C 0.737 1.498 -1.649  N23 1.457, H30 1.091, H31 1.089, H32 1.088
26 H -2.155 2.413 -3.123  C21 1.105
27 H 0.532 4.196 -2.313  C24 1.093
28 H -0.332 3.908 -0.787  C24 1.086
29 H -1.244 4.222 -2.269  C24 1.088
30 H 1.218 1.003 -2.494  C25 1.091
31 H 0.362 0.727 -0.977  C25 1.089
32 H 1.461 2.120 -1.128  C25 1.088
33 C -1.670 4.101 1.443  O34 1.218, N35 1.343, H38 1.104
34 O -1.470 5.111 0.792  C33 1.218
35 N -1.645 4.021 2.784  C33 1.343, C36 1.448, C37 1.455
36 C -1.892 2.774 3.478  N35 1.448, H39 1.093, H40 1.092, H41 1.088
37 C -1.360 5.214 3.564  N35 1.455, H42 1.093, H43 1.087, H44 1.079
38 H -1.894 3.134 0.959  C33 1.104
39 H -2.758 2.885 4.136  C36 1.093
40 H -1.019 2.510 4.078  C36 1.092
41 H -2.088 1.973 2.767  C36 1.088
42 H -2.110 5.979 3.347  C37 1.093
43 H -0.381 5.602 3.294  C37 1.087
44 H -1.376 4.977 4.617  C37 1.079
45 C 0.412 4.547 6.605  O46 1.216, N47 1.346, H50 1.104
46 O 0.731 4.882 5.481  C45 1.216
47 N 0.737 3.372 7.178  C45 1.346, C48 1.449, C49 1.455
48 C 0.324 3.030 8.524  N47 1.449, H51 1.092, H52 1.092, H53 1.088
49 C 1.530 2.419 6.416  N47 1.455, H54 1.090, H55 1.090, H56 1.087
50 H -0.188 5.199 7.263  C45 1.104
51 H 1.204 2.851 9.145  C48 1.092
52 H -0.288 2.125 8.502  C48 1.092
53 H -0.258 3.839 8.960  C48 1.088
54 H 2.483 2.871 6.140  C49 1.090
55 H 1.002 2.148 5.501  C49 1.090
56 H 1.708 1.526 7.010  C49 1.087
57 C -0.735 -3.830 -6.568  O58 1.214, N59 1.346, H62 1.108
58 O -1.332 -3.454 -5.580  C57 1.214
59 N 0.571 -4.147 -6.625  C57 1.346, C60 1.444, C61 1.467
60 C 1.188 -4.585 -7.856  N59 1.444, H63 1.093, H64 1.093, H65 1.090
61 C 1.400 -4.051 -5.418  N59 1.467, H66 1.086, H67 1.089, H68 1.087
62 H -1.245 -3.946 -7.545  C57 1.108
63 H 1.602 -5.588 -7.724  C60 1.093
64 H 1.995 -3.900 -8.129  C60 1.093
65 H 0.456 -4.609 -8.663  C60 1.090
66 H 1.006 -4.696 -4.639  C61 1.086
67 H 1.385 -3.026 -5.051  C61 1.089
68 H 2.422 -4.343 -5.647  C61 1.087